1.
C18H15N3O2S | the ωB97M-V functional and the def2-TZVPD basis

Values from the calculation:
HOMO energy: -7.8 eV
HOMO-LUMO gap: 7.98 eV
SMILES string: O=C(CSc1cccc2cccnc12)N/N=C/c1ccc(O)cc1
Net charge: 0
Lowest unoccupied orbital energy: 0.0070 hartree
Energy relative to the best compared isomer or geometry (same formula, charge and spin): 1.199 eV
F_max: 1.224 eV/Å

Geometry (Å):
O1 -4.52 -1.39 -0.75
C1 -3.41 -1.44 -0.27
N1 -2.32 -1.60 -1.08
N2 -1.06 -1.62 -0.61
C2 -0.09 -1.38 -1.41
C3 1.27 -1.33 -0.92
C4 2.29 -0.88 -1.76
C5 3.58 -0.78 -1.30
C6 3.89 -1.14 0.01
C7 2.87 -1.60 0.85
C8 1.58 -1.69 0.39
H1 0.79 -2.02 1.04
H2 3.13 -1.87 1.86
O2 5.14 -1.05 0.50
H3 5.75 -0.73 -0.18
H4 4.36 -0.42 -1.96
H5 2.06 -0.59 -2.78
H6 -0.26 -1.18 -2.47
H7 -2.50 -1.53 -2.08
C9 -3.18 -1.36 1.22
H8 -2.98 -2.37 1.59
H9 -4.10 -0.99 1.68
S1 -1.75 -0.39 1.84
C10 -1.57 0.90 0.67
C11 -2.58 1.38 -0.14
C12 -2.31 2.35 -1.11
C13 -1.05 2.86 -1.27
C14 0.00 2.43 -0.43
C15 1.32 2.92 -0.51
C16 2.26 2.45 0.36
C17 1.88 1.49 1.31
N3 0.68 1.00 1.41
C18 -0.27 1.45 0.56
H10 2.60 1.11 2.03
H11 3.28 2.81 0.33
H12 1.56 3.66 -1.26
H13 -0.85 3.61 -2.02
H14 -3.12 2.70 -1.73
H15 -3.59 1.00 -0.04

2.
C6H10N | the ωB97M-V functional and the def2-TZVPD basis

Values from the calculation:
HOMO energy: -14.0 eV
HOMO-LUMO gap: 10.87 eV
Net charge: +1
Lowest unoccupied orbital energy: -0.1153 hartree
Energy relative to the best compared isomer or geometry (same formula, charge and spin): 3.561 eV
F_max: 6.695 eV/Å

Geometry (Å):
C1 1.49 -0.16 -0.04
C2 2.79 0.12 -0.08
C3 0.44 -1.04 0.41
C4 0.07 0.99 -0.73
C5 -0.72 -0.16 -0.02
C6 -2.14 -0.52 -0.22
N1 -0.55 1.16 0.58
H1 3.27 0.76 -0.74
H2 3.49 -0.34 0.57
H3 0.41 -1.98 -0.20
H4 0.40 -1.12 1.48
H5 -0.02 1.46 -1.66
H6 -2.91 0.19 0.02
H7 -2.20 -1.66 0.03
H8 -2.38 -0.59 -1.34
H9 0.02 1.27 1.41
H10 -1.47 1.62 0.53

3.
C6H11N | the ωB97M-V functional and the def2-TZVPD basis

Values from the calculation:
HOMO energy: -7.1 eV
HOMO-LUMO gap: 8.14 eV
SMILES string: C=C(/C=C/C)NC
Net charge: 0
Lowest unoccupied orbital energy: 0.0367 hartree
Energy relative to the best compared isomer or geometry (same formula, charge and spin): 3.292 eV
F_max: 2.496 eV/Å

Geometry (Å):
C1 -2.84 -0.09 0.18
N1 -1.58 -0.73 0.48
C2 -0.53 -0.41 -0.40
C3 -0.71 -0.04 -1.70
C4 2.92 0.57 0.87
C5 1.71 0.40 0.04
C6 0.82 -0.58 0.21
H1 -2.65 0.98 0.08
H2 -3.38 -0.36 -0.75
H3 -3.55 -0.30 0.97
H4 -1.20 -0.89 1.40
H5 -0.27 -0.63 -2.51
H6 -1.34 0.79 -2.02
H7 2.83 1.33 1.66
H8 3.83 0.79 0.29
H9 3.32 -0.30 1.43
H10 1.64 1.03 -0.84
H11 1.00 -1.57 0.62

4.
C35H54BaN6O10P2 | the ωB97M-V functional and the def2-TZVPD basis

Values from the calculation:
HOMO energy: -6.5 eV
HOMO-LUMO gap: 6.70 eV
Net charge: 0
Lowest unoccupied orbital energy: 0.0089 hartree
Energy relative to the best compared isomer or geometry (same formula, charge and spin): 1.706 eV
F_max: 2.799 eV/Å

Geometry (Å):
Ba1 0.79 0.08 -0.04
C1 -3.69 0.03 -4.11
N1 -2.60 0.41 -3.23
C2 -1.89 1.66 -3.53
C3 -2.18 -0.34 -2.21
O1 -1.29 0.00 -1.46
C4 -2.84 -1.72 -1.98
O2 -1.96 -2.50 -1.21
C5 -2.43 -3.05 0.00
C6 -2.74 -2.01 1.08
O3 -2.85 -0.83 0.80
N2 -2.89 -2.48 2.35
C7 -2.94 -3.89 2.66
C8 -3.20 -1.54 3.41
H1 -4.09 0.93 -4.56
H2 -4.49 -0.45 -3.56
H3 -3.35 -0.64 -4.91
H4 -2.52 2.52 -3.29
H5 -1.63 1.67 -4.58
H6 -0.98 1.70 -2.94
H7 -2.99 -2.23 -2.94
H8 -3.81 -1.57 -1.50
H9 -1.62 -3.70 0.33
H10 -3.31 -3.69 -0.15
H11 -2.09 -4.43 2.25
H12 -3.86 -4.36 2.29
H13 -2.91 -4.01 3.74
H14 -3.05 -0.53 3.03
H15 -2.52 -1.70 4.25
H16 -4.23 -1.64 3.75
C9 4.19 4.03 0.68
C10 4.38 4.53 -0.60
C11 4.05 3.73 -1.68
C12 3.52 2.45 -1.47
N3 3.32 1.99 -0.23
C13 3.65 2.77 0.80
C14 3.18 1.56 -2.61
C15 4.07 1.53 -3.69
C16 3.80 0.72 -4.78
C17 2.64 -0.04 -4.77
C18 1.77 0.03 -3.69
C19 1.99 0.82 -2.54
H17 4.42 4.62 1.56
H18 4.78 5.53 -0.76
H19 4.17 4.09 -2.69
H20 3.44 2.36 1.78
H21 4.98 2.12 -3.68
H22 4.49 0.67 -5.61
H23 2.41 -0.68 -5.62
H24 0.88 -0.59 -3.74
C20 6.21 -2.66 0.14
C21 5.47 -1.64 -0.69
C22 5.81 -0.21 -0.32
O4 4.03 -1.87 -0.63
P1 2.96 -2.15 0.47
O5 1.64 -2.36 -0.16
C23 2.98 -0.77 1.69
P2 1.64 -0.85 2.94
O6 0.28 -0.94 2.36
O7 1.74 0.34 3.96
C24 2.77 0.74 4.91
C25 4.17 0.33 4.50
C26 2.64 2.24 5.09
O8 2.13 -2.15 3.75
C27 1.40 -2.58 4.93
C28 2.40 -3.30 5.81
C29 0.22 -3.44 4.53
O9 3.48 -3.34 1.38
C30 3.37 -4.73 0.97
C31 4.40 -5.49 1.77
C32 1.96 -5.23 1.21
H25 7.28 -2.50 0.02
H26 5.98 -3.68 -0.18
H27 5.97 -2.57 1.21
H28 5.68 -1.79 -1.75
H29 5.63 -0.01 0.73
H30 5.22 0.48 -0.92
H31 6.87 -0.04 -0.53
H32 3.05 0.22 1.19
H33 3.91 -0.91 2.25
H34 2.51 0.23 5.85
H35 4.48 0.87 3.60
H36 4.25 -0.74 4.33
H37 4.85 0.60 5.30
H38 2.88 2.76 4.17
H39 3.30 2.57 5.89
H40 1.61 2.50 5.35
H41 1.03 -1.68 5.44
H42 2.80 -4.17 5.28
H43 1.91 -3.64 6.72
H44 3.22 -2.65 6.08
H45 0.57 -4.37 4.08
H46 -0.42 -2.92 3.82
H47 -0.36 -3.69 5.42
H48 3.60 -4.78 -0.10
H49 4.19 -5.38 2.84
H50 5.41 -5.13 1.58
H51 4.35 -6.55 1.51
H52 1.74 -5.20 2.28
H53 1.87 -6.26 0.87
H54 1.23 -4.62 0.69
O10 0.89 2.05 1.51
N4 0.89 3.07 2.26
C33 0.04 4.02 1.89
C34 -0.03 5.20 2.68
N5 -0.09 6.15 3.32
C35 -0.78 3.84 0.73
N6 -1.40 3.66 -0.22

5.
C3H8N2OS | the ωB97M-V functional and the def2-TZVPD basis

Values from the calculation:
HOMO energy: -8.9 eV
HOMO-LUMO gap: 9.65 eV
SMILES string: NC(=O)[C@H](N)CS
Net charge: 0
Lowest unoccupied orbital energy: 0.0289 hartree
Energy relative to the best compared isomer or geometry (same formula, charge and spin): 1.238 eV
F_max: 3.351 eV/Å

Geometry (Å):
N1 -0.70 1.01 -0.79
C1 -0.34 -0.07 0.14
C2 0.67 0.25 1.26
S1 0.80 1.99 1.86
C3 0.35 -1.21 -0.73
N2 -0.58 -2.11 -1.13
O1 1.55 -1.14 -0.89
H1 -1.06 1.81 -0.29
H2 0.16 1.33 -1.22
H3 -1.28 -0.28 0.63
H4 0.71 -0.40 2.18
H5 1.68 0.24 0.89
H6 -0.08 2.78 1.15
H7 -0.35 -2.47 -2.05
H8 -1.52 -1.74 -1.03

6.
C5H4O2 | the ωB97M-V functional and the def2-TZVPD basis

Values from the calculation:
HOMO energy: -9.3 eV
HOMO-LUMO gap: 8.35 eV
SMILES string: O=C1C=CCC1=O
Net charge: 0
Lowest unoccupied orbital energy: -0.0355 hartree
Energy relative to the best compared isomer or geometry (same formula, charge and spin): 2.088 eV
F_max: 3.355 eV/Å

Geometry (Å):
O1 -0.80 2.27 -0.40
C1 -0.39 1.15 -0.22
C2 -1.10 -0.13 -0.32
C3 -0.10 -1.23 -0.23
C4 1.09 -0.77 0.19
C5 1.04 0.72 0.28
O2 1.88 1.50 0.62
H1 -1.19 0.39 0.82
H2 -1.99 -0.27 -0.95
H3 -0.35 -2.28 -0.36
H4 1.92 -1.36 0.57

7.
C5H8O2 | the ωB97M-V functional and the def2-TZVPD basis

Values from the calculation:
HOMO energy: -9.5 eV
HOMO-LUMO gap: 8.68 eV
Net charge: 0
Lowest unoccupied orbital energy: -0.0307 hartree
Energy relative to the best compared isomer or geometry (same formula, charge and spin): 4.418 eV
F_max: 0.447 eV/Å

Geometry (Å):
O1 -0.39 -1.51 1.77
C1 -0.56 -1.24 0.40
C2 -0.38 0.27 0.21
C3 1.02 0.76 0.58
C4 0.55 0.90 -2.07
C5 -0.57 0.62 -1.24
O2 -1.59 0.59 -1.93
H1 -0.43 -2.47 1.89
H2 -1.56 -1.53 0.05
H3 0.18 -1.77 -0.22
H4 -1.16 0.76 0.80
H5 1.00 1.80 0.93
H6 1.47 0.14 1.35
H7 1.68 0.71 -0.30
H8 0.74 1.97 -2.23

8.
C6H12O | the ωB97M-V functional and the def2-TZVPD basis

Values from the calculation:
HOMO energy: -9.2 eV
HOMO-LUMO gap: 8.69 eV
Net charge: 0
Lowest unoccupied orbital energy: -0.0205 hartree
Energy relative to the best compared isomer or geometry (same formula, charge and spin): 4.858 eV
F_max: 0.327 eV/Å

Geometry (Å):
C1 -0.92 2.21 0.34
C2 -0.64 0.72 0.26
O1 -1.69 0.05 0.92
C3 -0.51 0.27 -1.19
C4 0.80 0.06 -1.84
C5 -0.07 -1.12 -1.52
C6 1.20 -2.11 1.28
H1 -0.11 2.78 -0.13
H2 -1.02 2.52 1.39
H3 -1.86 2.44 -0.17
H4 0.32 0.51 0.76
H5 -1.60 -0.89 0.72
H6 -1.36 0.57 -1.81
H7 1.69 0.11 -1.22
H8 0.98 0.30 -2.89
H9 0.78 -2.28 0.28
H10 2.09 -1.48 1.20
H11 1.47 -3.07 1.72
H12 0.45 -1.61 1.90

9.
C21H31N4O3SSiTl | the ωB97M-V functional and the def2-TZVPD basis

Values from the calculation:
HOMO energy: -13.9 eV
HOMO-LUMO gap: 7.89 eV
Net charge: +2
Lowest unoccupied orbital energy: -0.2218 hartree
Energy relative to the best compared isomer or geometry (same formula, charge and spin): 0.000 eV
F_max: 0.110 eV/Å

Geometry (Å):
Tl1 -2.04 0.93 2.42
N1 -2.08 -1.68 -1.57
C1 -2.28 -1.81 -0.08
C2 -3.73 -2.16 0.21
C3 -4.00 -2.23 1.72
N2 -4.08 -0.86 2.27
C4 -2.95 -3.07 2.44
C5 -1.49 -2.83 2.05
N3 -0.98 -1.56 2.61
C6 -1.34 -2.83 0.52
H1 -2.38 -0.74 -1.85
H2 -2.60 -2.39 -2.09
H3 -1.09 -1.76 -1.82
H4 -2.05 -0.82 0.30
H5 -3.96 -3.14 -0.22
H6 -4.41 -1.43 -0.25
H7 -4.97 -2.73 1.85
H8 -4.33 -0.93 3.25
H9 -4.87 -0.37 1.84
H10 -3.17 -4.12 2.23
H11 -3.07 -2.96 3.52
H12 -0.90 -3.67 2.43
H13 -0.01 -1.42 2.31
H14 -0.94 -1.66 3.62
H15 -1.57 -3.83 0.15
H16 -0.30 -2.61 0.26
O1 1.40 -0.77 0.79
C7 0.95 -0.05 -0.06
N4 0.30 1.18 0.21
S1 -0.57 1.64 -1.13
O2 -1.91 1.10 -0.98
O3 -0.43 3.03 -1.40
C8 0.27 0.58 -2.26
C9 0.17 0.53 -3.64
C10 0.85 -0.51 -4.27
C11 1.57 -1.45 -3.54
C12 1.65 -1.38 -2.15
C13 0.98 -0.34 -1.52
H17 -0.39 1.26 -4.20
H18 0.82 -0.58 -5.35
H19 2.09 -2.24 -4.06
H20 2.23 -2.09 -1.57
C14 1.76 1.64 2.75
Si1 1.42 2.43 1.11
C15 0.45 4.00 1.29
C16 2.89 2.49 -0.01
C17 3.98 1.64 0.21
C18 5.05 1.62 -0.67
C19 5.05 2.45 -1.78
C20 3.98 3.31 -2.01
C21 2.90 3.32 -1.14
H21 2.44 2.29 3.30
H22 2.23 0.66 2.66
H23 0.86 1.55 3.36
H24 0.92 4.59 2.08
H25 -0.59 3.82 1.59
H26 0.44 4.59 0.38
H27 4.00 0.99 1.07
H28 5.89 0.97 -0.48
H29 5.89 2.45 -2.46
H30 3.98 3.97 -2.87
H31 2.08 4.00 -1.33

10.
C19H26BrN3O4S | the ωB97M-V functional and the def2-TZVPD basis

Values from the calculation:
HOMO energy: -7.8 eV
HOMO-LUMO gap: 8.27 eV
SMILES string: CN(C)S(=O)(=O)N1CCN(C[C@@H](O)COc2ccc3cc(Br)ccc3c2)CC1
Net charge: 0
Lowest unoccupied orbital energy: 0.0173 hartree
Energy relative to the best compared isomer or geometry (same formula, charge and spin): 0.088 eV
F_max: 1.029 eV/Å

Geometry (Å):
C1 -2.45 2.96 2.68
N1 -1.22 3.11 1.93
S1 -1.35 2.39 0.42
O1 -2.60 2.70 -0.20
O2 -0.15 2.68 -0.30
N2 -1.39 0.79 0.90
C2 -1.89 -0.07 -0.16
C3 -1.93 -1.52 0.32
N3 -0.60 -1.93 0.73
C4 -0.51 -3.35 1.01
H1 -1.17 -3.89 0.33
C5 0.92 -3.87 0.82
O3 1.06 -5.03 1.61
H2 1.94 -5.41 1.48
H3 1.63 -3.10 1.17
C6 1.21 -4.21 -0.66
O4 0.71 -3.29 -1.59
C7 1.20 -2.02 -1.65
C8 0.51 -1.14 -2.45
C9 0.89 0.21 -2.54
C10 0.14 1.15 -3.29
C11 0.47 2.47 -3.29
C12 1.57 2.90 -2.54
C13 2.35 2.04 -1.84
C14 2.02 0.67 -1.82
C15 2.76 -0.27 -1.07
C16 2.37 -1.58 -0.98
H4 2.96 -2.27 -0.40
H5 3.64 0.06 -0.55
H6 3.20 2.39 -1.27
Br1 1.97 4.75 -2.51
H7 -0.12 3.19 -3.84
H8 -0.72 0.80 -3.85
H9 -0.36 -1.49 -2.98
H10 0.70 -5.15 -0.90
H11 2.29 -4.37 -0.81
H12 -0.81 -3.59 2.04
C17 -0.17 -1.09 1.83
C18 -0.09 0.36 1.36
H13 0.65 0.44 0.55
H14 0.20 1.02 2.18
H15 -0.87 -1.16 2.68
H16 0.82 -1.41 2.17
H17 -2.66 -1.61 1.14
H18 -2.26 -2.15 -0.51
H19 -1.24 0.00 -1.04
H20 -2.89 0.29 -0.42
C19 -0.72 4.46 1.88
H21 -1.48 5.17 1.54
H22 0.12 4.47 1.19
H23 -0.37 4.75 2.88
H24 -2.73 1.91 2.64
H25 -2.27 3.25 3.72
H26 -3.26 3.56 2.26

11.
C10H18BF3N5O5 | the ωB97M-V functional and the def2-TZVPD basis

Values from the calculation:
HOMO energy: -13.7 eV
HOMO-LUMO gap: 9.31 eV
Net charge: +1
Lowest unoccupied orbital energy: -0.1627 hartree
F_max: 2.167 eV/Å

Geometry (Å):
C1 -2.49 2.39 -2.42
N1 -2.35 0.91 -2.71
C2 -1.10 0.71 -3.50
B1 -2.35 0.26 -1.45
O1 -3.46 0.12 -0.68
N2 -1.02 -0.29 -0.85
N3 -0.27 -1.28 -1.19
N4 0.78 -1.32 -0.38
C3 0.66 -0.33 0.48
C4 1.58 0.06 1.58
C5 3.04 0.03 1.06
O2 3.25 1.25 0.39
C6 3.35 1.14 -1.01
C7 2.89 2.45 -1.60
F1 2.92 2.38 -2.95
F2 3.63 3.48 -1.21
F3 1.59 2.68 -1.25
N5 -0.48 0.32 0.22
H1 -2.16 2.91 -3.30
H2 -3.52 2.63 -2.19
H3 -1.84 2.70 -1.60
H4 -1.28 1.11 -4.49
H5 -0.82 -0.33 -3.56
H6 -0.28 1.27 -3.05
H7 -3.58 0.85 -0.06
H8 1.45 -0.60 2.43
H9 1.39 1.09 1.83
H10 3.19 -0.82 0.41
H11 3.69 -0.04 1.92
H12 2.74 0.35 -1.43
H13 4.38 0.97 -1.33
H14 -0.88 1.12 0.68
C8 -1.45 -3.77 2.93
C9 -1.86 -2.39 2.48
O3 -1.36 -1.55 3.52
C10 -0.33 -2.22 4.13
O4 0.42 -1.72 4.89
O5 -0.28 -3.50 3.70
H15 -1.22 -4.44 2.11
H16 -2.20 -4.24 3.57
H17 -1.38 -2.10 1.54
H18 -2.94 -2.27 2.37

12.
C11H40N18NiO11 | the ωB97M-V functional and the def2-TZVPD basis

Values from the calculation:
HOMO energy (spin up / spin down): -0.3 / -6.6 eV
HOMO-LUMO gap (spin up / spin down): 2.07 / 8.32 eV
Net charge: -1
Lowest unoccupied orbital energy (spin up / spin down): 0.0645 / 0.0642 hartree
F_max: 7.386 eV/Å
2S+1: 4
Expectation value of S²: 3.7542

Geometry (Å):
Ni1 -1.59 0.36 0.44
O1 -1.35 -1.79 0.48
C1 0.02 -1.92 0.17
C2 0.65 -0.81 -0.78
O2 0.11 0.53 -0.86
H1 0.29 -2.96 -0.01
H2 0.44 -1.63 1.13
H3 0.74 -1.19 -1.80
H4 1.63 -0.63 -0.32
C3 -2.80 -4.27 3.04
O3 -3.55 -5.13 3.53
N1 -2.04 -3.36 3.75
N2 -2.52 -4.23 1.76
H5 -2.40 -3.24 4.68
H6 -1.55 -2.68 3.19
H7 -2.06 -3.49 1.25
H8 -2.87 -4.98 1.17
C4 -4.45 -0.26 1.40
O4 -3.35 0.27 1.50
N3 -4.65 -1.60 1.41
N4 -5.59 0.41 1.26
H9 -3.73 -2.02 1.33
H10 -5.40 -1.89 0.79
H11 -5.36 1.36 0.99
H12 -6.53 0.16 1.54
C5 -2.01 -4.15 -2.71
O5 -1.62 -4.90 -3.55
N5 -2.76 -4.53 -1.73
N6 -1.55 -3.00 -2.40
H13 -2.91 -5.53 -1.63
H14 -2.53 -3.93 -0.95
H15 -1.62 -2.62 -1.48
H16 -0.88 -2.54 -3.01
C6 3.19 2.67 -0.03
O6 4.04 3.48 0.31
N7 2.28 2.89 -0.92
N8 3.19 1.41 0.40
H17 2.01 3.83 -1.19
H18 1.72 2.12 -1.26
H19 4.03 1.08 0.85
H20 2.40 0.87 0.07
C7 -0.11 1.92 2.81
O7 -0.47 1.03 2.02
N9 0.76 2.85 2.46
N10 -0.43 2.06 4.05
H21 1.19 3.51 3.08
H22 0.84 2.88 1.45
H23 0.21 2.52 4.69
H24 -1.20 1.48 4.35
C8 3.87 -0.36 3.46
O8 3.59 0.09 4.56
N11 4.94 0.00 2.87
N12 3.00 -1.03 2.75
H25 5.54 0.76 3.15
H26 5.28 -0.41 2.01
H27 2.93 -0.89 1.75
H28 2.24 -1.36 3.33
C9 4.84 1.02 -3.18
O9 5.11 1.03 -4.34
N13 5.69 1.25 -2.24
N14 3.74 0.56 -2.69
H29 5.44 0.80 -1.36
H30 6.36 2.00 -2.34
H31 3.70 0.60 -1.68
H32 3.15 0.16 -3.40
C10 -0.35 0.99 -4.64
O10 -1.01 1.41 -5.51
N15 0.17 1.79 -3.78
N16 -0.20 -0.16 -4.13
H33 0.31 1.39 -2.87
H34 0.46 2.72 -4.05
H35 0.39 -0.26 -3.32
H36 -0.68 -0.93 -4.57
C11 -2.22 3.40 -0.31
O11 -2.24 2.63 0.65
N17 -3.34 3.91 -0.76
N18 -1.23 3.50 -1.17
H37 -3.42 4.32 -1.68
H38 -4.15 3.85 -0.16
H39 -1.26 4.01 -2.04
H40 -0.52 2.81 -0.96

Look up the F_max of the twelfth one.
7.386 eV/Å